(1)
C36H99N9O13SSr2 | wB97M-V/def2-TZVPD

Each line ends with the Mulliken charge.
Atoms and positions in Å:
Sr  0.174  2.055  1.518  0.51
Sr  -4.018  -1.053  -1.047  1.73
S  -1.538  -0.036  0.295  2.01
O  -1.017  -0.134  1.647  -0.96
O  -1.664  -1.286  -0.434  -0.76
O  -2.887  0.505  0.368  -1.14
O  -0.681  0.875  -0.454  -0.34
C  -4.320  3.218  1.872  -1.72
C  -2.873  3.268  2.131  1.18
C  -2.400  2.205  3.165  -0.34
O  -1.085  2.559  3.640  0.21
C  -0.963  3.649  4.536  -0.87
N  -2.102  3.084  0.843  0.27
H  -4.636  3.837  1.032  0.41
H  -4.876  3.576  2.738  0.56
H  -4.748  2.274  1.535  0.03
H  -2.769  4.279  2.526  0.35
H  -2.487  1.179  2.807  -0.56
H  -3.140  2.265  3.964  0.80
H  0.079  3.968  4.548  0.12
H  -1.208  3.298  5.539  0.22
H  -1.594  4.516  4.341  0.41
H  -2.416  2.193  0.484  -1.34
H  -2.496  3.759  0.204  0.50
C  3.846  4.241  3.685  -1.73
C  2.877  3.230  3.080  1.34
C  2.502  2.178  4.123  -1.73
O  1.588  1.289  3.421  1.13
C  1.235  0.194  4.268  -0.64
N  1.714  3.971  2.598  0.16
H  4.638  3.894  4.348  0.41
H  3.356  5.057  4.215  0.37
H  4.319  4.740  2.839  0.40
H  3.477  2.876  2.242  -0.46
H  1.983  2.726  4.909  0.54
H  3.364  1.636  4.513  0.45
H  0.795  0.685  5.137  0.48
H  2.062  -0.445  4.575  0.38
H  0.538  -0.469  3.756  -0.58
H  2.080  4.644  1.939  -0.14
H  1.477  4.605  3.347  0.38
C  -4.419  2.045  -2.242  -1.34
C  -3.506  1.494  -3.262  0.45
C  -2.505  2.578  -3.808  -1.03
O  -1.575  2.084  -4.822  -0.33
C  -0.767  3.056  -5.522  -0.62
N  -2.695  0.490  -2.602  0.34
H  -3.958  2.454  -1.343  0.09
H  -5.166  1.320  -1.920  0.33
H  -5.040  2.887  -2.547  0.57
H  -4.106  1.154  -4.106  0.45
H  -2.036  3.169  -3.022  0.21
H  -3.087  3.309  -4.370  0.56
H  -0.364  3.792  -4.826  0.16
H  -1.348  3.681  -6.200  0.29
H  0.024  2.520  -6.047  0.28
H  -2.124  1.000  -1.944  -0.63
H  -2.073  0.123  -3.308  0.30
C  4.229  0.118  1.366  -1.43
C  3.439  0.606  0.211  1.21
C  3.922  -0.066  -1.099  -1.65
O  3.325  0.530  -2.248  0.01
C  4.030  0.080  -3.459  -1.01
N  1.980  0.422  0.415  2.24
H  3.905  0.782  2.168  0.08
H  5.291  0.291  1.191  0.48
H  4.055  -0.926  1.626  0.27
H  3.622  1.678  0.130  -0.40
H  3.739  -1.140  -1.139  0.42
H  5.004  -0.077  -1.229  0.68
H  3.877  -0.982  -3.653  0.35
H  5.102  0.267  -3.394  0.41
H  3.655  0.642  -4.314  0.29
H  1.546  0.413  -0.497  -0.44
H  1.918  -0.563  0.627  -0.67
C  -4.838  -1.089  2.805  -1.88
C  -4.023  -2.276  2.283  2.36
C  -3.867  -3.467  3.226  -1.39
O  -2.842  -4.449  2.788  -0.40
C  -2.645  -5.505  3.742  -1.03
N  -4.535  -2.677  0.983  -0.47
H  -5.050  -0.317  2.066  0.23
H  -4.503  -0.685  3.760  0.41
H  -5.852  -1.427  3.022  0.56
H  -2.992  -1.972  2.102  -0.99
H  -4.796  -4.030  3.322  0.37
H  -3.607  -3.066  4.206  0.47
H  -1.882  -6.117  3.261  0.32
H  -3.386  -6.271  3.974  0.32
H  -2.167  -5.197  4.672  0.35
H  -4.523  -3.687  0.977  0.16
H  -5.512  -2.442  0.882  0.37
C  -0.197  -3.958  -1.478  -1.04
C  -1.124  -4.727  -0.514  0.55
C  -0.597  -6.180  -0.262  -0.59
O  -0.655  -6.946  -1.453  -0.40
C  0.169  -8.114  -1.348  -0.76
N  -1.214  -4.055  0.758  0.37
H  -0.682  -3.084  -1.914  -0.08
H  0.284  -4.486  -2.302  0.56
H  0.692  -3.685  -0.909  0.26
H  -2.088  -4.787  -1.018  0.44
H  -1.245  -6.709  0.437  0.31
H  0.380  -6.067  0.208  0.15
H  -0.140  -8.720  -0.495  0.31
H  1.219  -7.823  -1.327  0.29
H  0.034  -8.750  -2.223  0.29
H  -1.484  -3.095  0.597  -0.66
H  -1.882  -4.368  1.448  0.73
C  -1.100  -2.022  -7.876  -1.49
C  -1.232  -1.098  -6.634  0.30
C  -0.124  -1.287  -5.559  -1.04
O  -0.511  -0.585  -4.342  -0.07
C  0.603  -0.204  -3.591  -1.04
N  -1.284  0.305  -7.025  -0.58
H  -2.032  -2.058  -8.440  0.37
H  -1.138  -3.018  -7.435  0.39
H  -0.179  -1.964  -8.457  0.33
H  -2.252  -1.234  -6.274  0.18
H  0.835  -0.936  -5.940  0.48
H  0.020  -2.348  -5.355  0.37
H  1.266  0.460  -4.146  0.46
H  1.147  -1.102  -3.296  0.40
H  0.290  0.265  -2.659  -0.11
H  -1.366  0.963  -6.263  0.28
H  -0.341  0.501  -7.329  0.36
C  1.142  -3.475  3.366  -1.63
C  2.033  -2.993  2.207  1.50
C  2.761  -4.124  1.547  -0.38
O  3.613  -4.868  2.385  -0.45
C  4.798  -4.146  2.761  -0.63
N  1.161  -2.406  1.175  -0.08
H  0.607  -2.641  3.819  0.25
H  1.766  -3.942  4.128  0.52
H  0.437  -4.258  3.087  0.13
H  2.819  -2.320  2.551  -0.15
H  3.317  -3.747  0.689  0.51
H  1.992  -4.818  1.208  -0.25
H  5.406  -4.664  3.503  0.31
H  4.560  -3.135  3.090  0.22
H  5.406  -3.997  1.868  0.31
H  0.550  -3.186  0.977  0.09
H  0.424  -1.835  1.564  -0.84
C  1.923  3.931  -2.546  -1.98
C  1.910  4.214  -1.025  1.58
C  2.382  5.643  -0.652  -1.32
O  2.651  5.667  0.754  -0.41
C  3.120  6.907  1.267  -1.03
N  0.589  3.843  -0.370  0.32
H  1.168  4.510  -3.078  0.42
H  1.827  2.875  -2.801  0.38
H  2.887  4.193  -2.981  0.50
H  2.690  3.604  -0.571  -0.62
H  1.670  6.418  -0.936  0.38
H  3.381  5.819  -1.052  0.49
H  3.218  6.973  2.351  0.37
H  2.361  7.662  1.062  0.34
H  4.016  7.205  0.723  0.33
H  0.037  3.570  -1.170  -0.45
H  0.246  4.770  -0.163  0.24

## Properties
- Max |F|: 3.30 eV Å⁻¹
- Net charge: +2
- Orbital gap: 7.1 eV
- E_LUMO: -5.2614 eV

***

(2)
C36H99N9O9 | wB97M-V/def2-TZVPD

Each line ends with the Mulliken charge.
Atoms and positions in Å:
C  -6.959  -1.949  -0.985  -0.64
O  -6.114  -2.726  -1.788  -0.41
C  -4.858  -2.120  -2.115  0.43
C  -3.748  -3.123  -1.845  0.28
C  -3.610  -3.394  -0.356  -1.03
N  -2.489  -2.546  -2.392  -0.35
H  -8.024  -2.163  -1.088  0.34
H  -6.952  -0.888  -1.268  0.22
H  -6.684  -1.999  0.073  0.25
H  -4.915  -1.761  -3.145  0.34
H  -4.732  -1.208  -1.519  -0.72
H  -3.897  -4.048  -2.405  0.60
H  -3.313  -2.529  0.243  0.01
H  -2.864  -4.175  -0.207  0.17
H  -4.604  -3.668  0.006  0.60
H  -1.880  -3.280  -2.730  0.35
H  -2.013  -2.166  -1.564  0.07
C  3.462  -1.025  1.962  0.04
O  4.597  -1.009  1.102  -0.48
C  4.603  0.099  0.217  -0.61
C  3.614  -0.054  -0.971  3.10
C  3.775  -1.446  -1.587  -1.46
N  3.927  0.897  -2.042  -0.73
H  2.561  -1.037  1.345  -0.11
H  3.467  -0.201  2.678  -0.05
H  3.522  -1.978  2.487  0.34
H  4.348  1.016  0.762  0.11
H  5.619  0.215  -0.162  0.46
H  2.565  0.048  -0.682  -1.94
H  3.023  -1.568  -2.369  0.39
H  3.755  -2.249  -0.851  -0.07
H  4.719  -1.544  -2.132  0.53
H  4.923  0.755  -2.209  0.35
H  3.920  1.843  -1.641  0.18
C  -4.780  3.774  3.305  -0.74
O  -3.851  2.848  2.792  -0.35
C  -3.353  3.125  1.502  -0.53
C  -4.331  2.864  0.358  0.53
C  -4.844  1.445  0.410  -0.98
N  -3.705  3.140  -0.947  -0.16
H  -4.288  4.731  3.510  0.29
H  -5.124  3.357  4.251  0.26
H  -5.631  3.898  2.630  0.30
H  -2.946  4.144  1.401  0.46
H  -2.456  2.501  1.433  -0.18
H  -5.105  3.638  0.404  0.46
H  -5.247  1.113  -0.552  0.06
H  -5.723  1.282  1.038  0.47
H  -4.086  0.722  0.711  0.04
H  -3.273  4.058  -0.911  0.28
H  -2.995  2.394  -1.081  -0.13
C  6.089  -8.673  0.290  -0.76
O  4.797  -8.220  0.581  -0.31
C  4.717  -6.862  0.977  -0.79
C  3.287  -6.364  0.849  0.34
C  3.165  -4.930  1.337  -1.21
N  2.251  -7.197  1.455  -0.51
H  6.643  -8.651  1.242  0.32
H  6.679  -8.026  -0.368  0.29
H  6.136  -9.708  -0.036  0.27
H  5.082  -6.812  2.011  0.40
H  5.363  -6.294  0.299  0.42
H  3.017  -6.284  -0.209  0.04
H  2.158  -4.520  1.453  0.12
H  3.747  -4.249  0.712  0.26
H  3.512  -4.753  2.365  0.48
H  2.652  -8.137  1.369  0.32
H  2.288  -7.157  2.476  0.27
C  4.497  1.935  4.785  -0.86
O  3.277  2.103  4.081  -0.31
C  3.324  3.230  3.240  -0.87
C  1.968  3.419  2.544  -0.07
C  1.480  2.117  1.893  0.20
N  2.036  4.376  1.409  -0.62
H  5.388  1.858  4.158  0.32
H  4.386  1.028  5.376  0.26
H  4.613  2.762  5.493  0.37
H  3.521  4.103  3.877  0.54
H  4.126  3.221  2.492  0.32
H  1.221  3.825  3.231  0.61
H  0.526  2.264  1.393  -0.59
H  1.414  1.325  2.639  0.64
H  2.219  1.812  1.149  -0.53
H  1.113  4.473  1.000  0.18
H  2.282  5.285  1.792  0.26
C  -1.017  -6.250  1.802  -0.74
O  -1.761  -5.366  2.617  -0.32
C  -0.980  -4.824  3.658  -0.58
C  -1.568  -3.514  4.150  0.33
C  -1.350  -2.392  3.132  -0.72
N  -1.088  -3.116  5.471  -0.77
H  -0.621  -7.039  2.448  0.37
H  -0.217  -5.789  1.220  0.21
H  -1.688  -6.734  1.093  0.31
H  -0.987  -5.612  4.424  0.43
H  0.076  -4.689  3.385  0.12
H  -2.650  -3.624  4.268  0.32
H  -0.298  -2.103  3.120  0.11
H  -2.027  -1.542  3.209  0.44
H  -1.599  -2.814  2.149  -0.12
H  -1.339  -2.155  5.676  0.30
H  -0.070  -3.063  5.466  0.26
C  -3.493  0.845  -5.834  -0.96
O  -3.099  1.425  -4.619  -0.21
C  -3.297  2.834  -4.515  -0.49
C  -4.750  3.179  -4.332  0.56
C  -4.933  4.661  -4.113  -1.80
N  -5.346  2.476  -3.184  -0.71
H  -4.523  1.053  -6.139  0.33
H  -3.281  -0.219  -5.877  0.30
H  -2.905  1.315  -6.637  0.35
H  -2.662  3.229  -3.722  0.02
H  -2.907  3.286  -5.439  0.47
H  -5.341  2.911  -5.211  0.41
H  -5.962  4.895  -3.844  0.38
H  -4.613  5.316  -4.930  0.45
H  -4.298  5.072  -3.318  0.27
H  -5.077  1.500  -3.302  0.22
H  -4.871  2.722  -2.288  0.23
C  0.473  -2.434  0.068  -0.14
O  -0.556  -1.740  -0.571  -0.88
C  -0.546  -0.351  -0.231  0.71
C  -0.814  0.518  -1.449  1.15
C  -0.222  1.917  -1.215  -0.77
N  -2.248  0.737  -1.664  0.64
H  0.625  -2.172  1.119  -0.21
H  1.459  -2.358  -0.409  0.21
H  0.256  -3.505  0.098  0.44
H  -1.171  -0.058  0.622  0.08
H  0.450  -0.110  0.157  -0.83
H  -0.267  0.134  -2.314  -0.14
H  0.847  1.948  -0.989  -0.05
H  -0.675  2.539  -0.438  -0.40
H  -0.379  2.493  -2.132  0.50
H  -2.461  0.830  -2.655  -0.01
H  -2.761  -0.078  -1.347  -0.67
C  4.222  8.174  -1.901  -0.75
O  4.238  6.819  -2.262  -0.35
C  3.960  5.944  -1.173  -0.60
C  3.844  4.495  -1.686  0.21
C  2.553  4.199  -2.482  -1.43
N  4.017  3.547  -0.588  -0.13
H  4.272  8.815  -2.781  0.27
H  5.024  8.478  -1.222  0.29
H  3.252  8.422  -1.452  0.31
H  4.787  6.022  -0.460  0.40
H  2.998  6.306  -0.788  0.33
H  4.646  4.305  -2.407  0.41
H  2.468  3.147  -2.753  0.32
H  2.386  4.906  -3.290  0.50
H  1.722  4.300  -1.770  0.17
H  4.891  3.791  -0.129  0.30
H  3.269  3.794  0.082  -0.10

## Properties
- Max |F|: 1.95 eV Å⁻¹
- Orbital gap: 8.6 eV
- ΔE to the lowest compared entry with this formula, charge and spin: 45.28 kcal per mole
- SMILES string: COC[C@H](C)N.COC[C@H](C)N.COC[C@H](C)N.COC[C@H](C)N.COC[C@H](C)N.COC[C@H](C)N.COC[C@H](C)N.COC[C@H](C)N.COC[C@H](C)N
- E_LUMO: 0.3252 eV